This record from the OMol25 dataset describes a molecular structure, C33H24KN2O3PS3 in a non-equilibrium geometry. The level of theory is the ωB97M-V functional and the def2-TZVPD basis.

Element x y z (Å)
K (-0.20, 1.18, 0.85)
S (-2.44, 1.07, -1.82)
C (-2.95, 0.20, -0.50)
N (-2.52, 0.30, 0.73)
C (-3.07, -0.61, 1.59)
C (-2.73, -0.76, 2.94)
C (-3.35, -1.74, 3.69)
C (-4.32, -2.57, 3.13)
C (-4.67, -2.45, 1.79)
C (-4.04, -1.48, 1.03)
S (-4.22, -1.10, -0.66)
H (-1.96, -0.12, 3.36)
H (-3.08, -1.86, 4.73)
H (-4.80, -3.33, 3.74)
H (-5.41, -3.10, 1.35)
O (0.51, -0.91, 1.78)
S (1.66, -0.33, 2.49)
O (1.58, -0.42, 3.93)
O (1.97, 1.00, 1.98)
C (3.00, -1.36, 1.93)
C (3.96, -1.86, 2.78)
C (4.99, -2.64, 2.26)
C (5.03, -2.89, 0.89)
C (4.06, -2.38, 0.04)
C (3.02, -1.60, 0.55)
P (1.71, -0.80, -0.47)
C (2.67, -0.74, -2.07)
C (3.55, 0.33, -2.18)
C (4.31, 0.53, -3.32)
C (4.19, -0.35, -4.39)
C (3.31, -1.42, -4.29)
C (2.56, -1.62, -3.14)
C (0.57, -2.19, -0.83)
C (-0.46, -1.94, -1.73)
C (-1.42, -2.91, -1.99)
C (-1.36, -4.13, -1.34)
C (-0.35, -4.38, -0.42)
C (0.61, -3.41, -0.17)
H (3.88, -1.64, 3.84)
H (5.75, -3.04, 2.91)
H (5.83, -3.50, 0.49)
H (4.10, -2.60, -1.02)
H (3.63, 1.03, -1.35)
H (4.98, 1.37, -3.39)
H (4.76, -0.20, -5.29)
H (3.21, -2.11, -5.13)
H (1.88, -2.46, -3.08)
H (-0.54, -0.97, -2.21)
H (-2.23, -2.68, -2.67)
H (-2.13, -4.88, -1.52)
H (-0.32, -5.32, 0.11)
H (1.39, -3.60, 0.57)
C (-1.10, 3.98, 1.73)
C (-1.70, 4.76, 0.78)
C (-3.12, 4.72, 0.52)
C (-3.73, 5.56, -0.37)
C (-2.99, 6.53, -1.10)
C (-1.58, 6.56, -0.90)
C (-0.97, 5.72, -0.02)
C (-3.61, 7.43, -1.97)
N (-4.13, 8.19, -2.69)
H (-1.70, 3.34, 2.38)
H (-0.05, 4.09, 1.96)
H (-3.71, 3.97, 1.04)
H (-4.80, 5.50, -0.54)
H (-1.00, 7.27, -1.47)
H (0.11, 5.77, 0.11)

## Properties
- LUMO energy: 3.93 eV
- Net charge: -2
- HOMO energy: -0.52 eV
- Kohn-Sham gap: 4.4 eV